Entry 1:
Density functional theory data (ωB97M-V with the def2-TZVPD basis set) for C40H34Cl2IN3O5PPtS2 as an isolated structure.

Structure (XYZ):
```
89
C40H34Cl2IN3O5PPtS2 ωB97M-V with the def2-TZVPD basis set
Pt 0.09 -1.74 0.39
O -1.92 -1.70 4.38
S -1.72 -1.84 2.96
O -1.61 -3.20 2.47
O -0.63 -0.98 2.44
C -3.17 -1.20 2.14
C -4.11 -0.52 2.89
C -5.28 -0.06 2.30
C -5.51 -0.30 0.96
C -4.55 -0.97 0.20
C -3.36 -1.41 0.77
P -2.09 -2.22 -0.27
C -2.65 -3.94 -0.43
C -1.89 -4.97 0.11
C -2.33 -6.28 0.00
C -3.53 -6.57 -0.64
C -4.29 -5.54 -1.17
C -3.85 -4.23 -1.07
C -2.36 -1.50 -1.92
C -2.27 -2.28 -3.06
C -2.41 -1.70 -4.32
C -2.63 -0.34 -4.43
C -2.68 0.45 -3.29
C -2.53 -0.12 -2.04
H -3.92 -0.38 3.95
H -6.01 0.47 2.89
H -6.42 0.04 0.49
H -4.73 -1.11 -0.86
H -0.97 -4.75 0.62
H -1.73 -7.08 0.42
H -3.87 -7.60 -0.72
H -5.23 -5.76 -1.67
H -4.44 -3.43 -1.50
H -2.08 -3.34 -2.98
H -2.33 -2.32 -5.20
H -2.73 0.12 -5.41
H -2.81 1.52 -3.37
H -2.53 0.50 -1.15
N 2.61 1.42 -4.35
C 1.62 0.92 -3.56
S 0.91 -0.56 -3.81
N 1.21 1.68 -2.51
C 1.69 2.93 -2.08
C 3.04 3.26 -2.03
C 3.44 4.48 -1.50
C 2.50 5.38 -1.02
C 1.15 5.05 -1.06
C 0.74 3.84 -1.59
H 2.74 0.91 -5.21
H 2.79 2.41 -4.35
H 0.55 1.20 -1.91
H 3.79 2.55 -2.34
H 4.49 4.71 -1.44
H 2.82 6.33 -0.59
H 0.41 5.74 -0.67
H -0.30 3.57 -1.62
Cl 5.53 3.45 1.44
C 5.05 1.84 0.93
C 6.00 1.13 0.12
C 5.78 -0.13 -0.27
C 4.48 -0.76 -0.02
C 3.50 -0.03 0.93
Cl 2.57 -1.09 2.00
C 3.93 1.29 1.48
N 3.26 1.94 2.48
C 2.07 1.66 3.23
C 2.25 1.27 4.56
C 1.16 1.10 5.39
C -0.12 1.32 4.89
C -0.29 1.71 3.58
C 0.80 1.89 2.73
C 0.55 2.31 1.30
C -0.35 1.29 0.59
O -1.57 1.38 0.66
O 0.31 0.36 -0.04
H 6.94 1.62 -0.09
H 6.56 -0.71 -0.75
H 4.44 -1.84 0.06
H 3.81 2.68 2.89
H 3.25 1.08 4.91
H 1.30 0.77 6.41
H -0.99 1.15 5.52
H -1.28 1.85 3.17
H 1.49 2.41 0.77
H 0.03 3.27 1.29
I 1.46 -3.56 -0.98
C 3.22 -0.15 -0.53
H 3.31 0.77 -1.08
H 2.43 -0.82 -0.84
```

Computed properties:
HOMO-LUMO gap (alpha / beta) in eV: 6.83 / 6.99
2S+1: 3
Max |F| in eV Å⁻¹: 0.42
Charge: -1
HOMO level (alpha / beta) in Eh: -0.1641 / -0.1911
Relative energy (zero: lowest compared OMol25 entry of this formula, charge and spin) in kcal per mole: 0.0
Lowest unoccupied orbital energy (alpha / beta) in eV: 2.4 / 1.8

Entry 2:
Density functional theory data (ωB97M-V with the def2-TZVPD basis set) for a 2-piece molecular cluster, C40H34O3P overall in a non-equilibrium geometry.

Structure (XYZ):
```
78
C40H34O3P ωB97M-V with the def2-TZVPD basis set
C -5.69 -4.98 -2.02
O -5.88 -3.58 -1.70
C -4.78 -2.79 -1.69
C -4.92 -1.49 -1.13
C -3.82 -0.72 -0.92
C -2.51 -1.15 -1.31
C -1.41 -0.29 -1.13
C -0.12 -0.47 -1.73
C 0.47 0.63 -2.40
C 1.70 0.54 -3.00
C 2.38 -0.69 -3.00
O 3.64 -0.71 -3.62
C 3.82 -1.38 -4.83
C 4.73 -0.80 -5.73
C 4.93 -1.39 -6.97
C 4.25 -2.57 -7.31
C 3.37 -3.15 -6.40
C 3.14 -2.56 -5.15
C 1.85 -1.80 -2.32
C 0.62 -1.69 -1.70
C -2.41 -2.42 -1.96
C -3.51 -3.21 -2.16
H -6.65 -5.43 -1.81
H -5.42 -5.10 -3.07
H -4.91 -5.42 -1.39
H -5.91 -1.17 -0.82
H -3.94 0.24 -0.43
H -1.61 0.71 -0.73
H -0.09 1.57 -2.45
H 2.16 1.40 -3.49
H 5.23 0.12 -5.43
H 5.61 -0.92 -7.68
H 4.42 -3.03 -8.29
H 2.83 -4.06 -6.65
H 2.45 -3.00 -4.43
H 2.41 -2.74 -2.29
H 0.20 -2.54 -1.16
H -1.44 -2.79 -2.31
H -3.41 -4.19 -2.65
C 0.73 4.68 -0.18
C 0.12 4.98 1.04
C -0.17 3.96 1.95
C 0.21 2.64 1.67
P -0.20 1.25 2.77
C 1.37 0.53 3.31
C 1.32 -0.68 4.03
C 2.48 -1.19 4.61
C 3.70 -0.52 4.46
C 3.76 0.66 3.71
C 2.60 1.18 3.12
C -0.91 1.99 4.28
C -2.30 2.04 4.52
C -2.79 2.73 5.63
C -1.92 3.32 6.54
C -0.54 3.22 6.34
C -0.04 2.56 5.22
C -1.15 0.09 1.89
C -2.54 0.36 1.73
O -3.51 -0.24 2.24
C 0.85 2.34 0.46
C 1.08 3.35 -0.48
H 0.93 5.47 -0.91
H -0.14 6.01 1.28
H -0.68 4.19 2.89
H 0.37 -1.20 4.15
H 2.43 -2.11 5.19
H 4.60 -0.92 4.92
H 4.71 1.18 3.59
H 2.66 2.10 2.54
H -2.99 1.54 3.85
H -3.87 2.80 5.78
H -2.31 3.86 7.41
H 0.16 3.66 7.06
H 1.04 2.47 5.09
H -0.76 -0.92 1.70
H -2.75 1.22 1.04
H 1.15 1.32 0.24
H 1.55 3.11 -1.44
```

Computed properties:
HOMO-LUMO gap in eV: 5.24
Max |F| in eV Å⁻¹: 2.38
Charge: +1
HOMO level in Eh: -0.3682
Lowest unoccupied orbital energy in eV: -4.8

no.,calculated total energy (Eh)
1,-4560.42535
2,-2111.39810